(1)
{"formula": "C3H8N2", "method": "ωB97M-V/def2-TZVPD", "smiles": "C/C=N/NC", "lumo_energy_ev": 1.1, "homo_energy_ev": -8.055, "homo_lumo_gap_ev": 9.18, "multiplicity": 1, "energy_ev": -6219.2771, "symbols": ["C", "C", "N", "N", "C", "H", "H", "H", "H", "H", "H", "H", "H"], "coordinates": [[-0.853, 2.145, -0.290], [-0.413, 0.778, 0.130], [0.273, 0.090, -0.722], [0.647, -1.186, -0.358], [0.422, -1.740, 0.955], [0.037, 2.627, -0.699], [-1.600, 2.065, -1.053], [-1.198, 2.709, 0.611], [-0.782, 0.399, 1.079], [1.104, -1.760, -1.076], [0.702, -2.772, 0.966], [-0.611, -1.643, 1.285], [0.979, -1.052, 1.681]]}


(2)
{"formula": "C9H22N2Si2", "method": "ωB97M-V/def2-TZVPD", "lumo_energy_ev": -7.2, "homo_energy_ev": -14.987, "homo_lumo_gap_ev": 7.75, "multiplicity": 1, "energy_ev": -28406.1446, "charge": 2, "symbols": ["C", "C", "C", "C", "C", "C", "C", "C", "C", "N", "N", "Si", "Si", "H", "H", "H", "H", "H", "H", "H", "H", "H", "H", "H", "H", "H", "H", "H", "H", "H", "H", "H", "H", "H", "H"], "coordinates": [[7.317, 2.701, 0.202], [7.374, 1.943, 1.281], [8.062, 0.778, -0.884], [4.973, -1.262, 1.050], [-9.281, -0.250, 0.889], [7.811, -2.513, -0.685], [-9.204, 1.438, -1.754], [6.303, -1.385, 1.860], [-10.374, 0.866, 1.076], [7.660, 2.048, -0.992], [8.172, 0.118, 0.216], [7.904, -1.546, 0.873], [-10.693, 1.714, -0.618], [7.104, 3.784, 0.198], [7.477, 1.974, 2.344], [8.187, 0.267, -1.789], [4.062, -0.915, 1.566], [5.208, -0.451, 0.234], [4.705, -2.313, 0.670], [-9.397, -0.917, 0.102], [-8.344, 0.213, 0.500], [-9.126, -0.640, 1.825], [8.852, -2.724, -1.092], [7.228, -3.445, -0.672], [7.427, -1.816, -1.358], [-9.357, 1.339, -2.849], [-8.484, 2.280, -1.715], [-8.773, 0.392, -1.533], [6.079, -2.184, 2.620], [6.375, -0.472, 2.420], [-9.926, 1.611, 1.688], [-11.335, 0.585, 1.610], [7.556, 2.531, -1.790], [9.079, -1.375, 1.715], [-11.730, 2.738, -0.916]]}


(3)
{"formula": "C3H11NO2", "method": "ωB97M-V/def2-TZVPD", "smiles": "C/C=C/N.O.O", "lumo_energy_ev": 0.9, "homo_energy_ev": -8.199, "homo_lumo_gap_ev": 9.07, "multiplicity": 1, "energy_ev": -8873.2543, "symbols": ["C", "C", "C", "N", "H", "H", "H", "H", "H", "H", "H", "O", "H", "H", "O", "H", "H"], "coordinates": [[-0.420, -1.327, 2.803], [0.087, -0.210, 1.946], [0.870, -0.231, 0.851], [1.132, 0.690, -0.121], [-0.049, -2.338, 2.544], [-1.465, -1.387, 2.787], [-0.072, -1.001, 3.804], [-0.229, 0.838, 2.292], [1.467, -1.195, 0.809], [2.050, 0.654, -0.526], [0.660, 1.533, 0.162], [-0.090, 0.146, -4.093], [-0.123, 0.642, -3.261], [-0.512, 0.653, -4.819], [-1.204, 1.226, -1.706], [-1.451, 0.568, -2.403], [-0.651, 0.740, -1.068]]}